(one)
{"formula": "H22O11", "method": "ωB97M-V/def2-TZVPD", "homo_lumo_gap_ev": 9.42, "smiles": "O.O.O.O.O.O.O.O.O.O.O", "homo_energy_ev": -10.043, "lumo_energy_ev": -0.63, "multiplicity": 1, "molar_mass_g_mol": 198.17, "elements": ["O", "H", "H", "O", "H", "H", "O", "H", "H", "O", "H", "H", "O", "H", "H", "O", "H", "H", "O", "H", "H", "O", "H", "H", "O", "H", "H", "O", "H", "H", "O", "H", "H"], "positions_angstrom": [[-9.82, 9.04, 19.73], [-10.02, 8.25, 20.26], [-9.37, 8.71, 18.94], [-6.15, 6.92, 15.24], [-6.96, 6.42, 15.37], [-6.44, 7.82, 15.04], [-12.54, 6.00, 16.07], [-12.89, 6.01, 16.97], [-11.84, 5.33, 16.09], [-7.31, 7.58, 19.00], [-6.60, 6.93, 19.04], [-7.48, 7.83, 19.92], [-10.21, 3.16, 16.30], [-9.33, 3.43, 15.97], [-10.35, 2.28, 15.94], [-10.05, 8.20, 15.26], [-9.77, 7.43, 15.77], [-9.24, 8.67, 15.04], [-12.21, 8.49, 17.86], [-11.69, 8.37, 18.67], [-11.66, 8.13, 17.15], [-11.43, 3.79, 18.73], [-10.85, 3.85, 17.95], [-12.27, 3.46, 18.39], [-7.47, 9.77, 17.17], [-6.83, 10.44, 17.40], [-7.18, 8.96, 17.62], [-7.48, 4.12, 16.10], [-6.82, 3.90, 16.77], [-7.21, 3.60, 15.32], [-9.15, 6.35, 17.35], [-8.77, 5.48, 17.19], [-8.51, 6.80, 17.94]]}

(two)
{"formula": "H22O11", "method": "ωB97M-V/def2-TZVPD", "homo_lumo_gap_ev": 9.20, "smiles": "O.O.O.O.O.O.O.O.O.O.O", "homo_energy_ev": -9.811, "lumo_energy_ev": -0.61, "multiplicity": 1, "molar_mass_g_mol": 198.17, "elements": ["O", "H", "H", "O", "H", "H", "O", "H", "H", "O", "H", "H", "O", "H", "H", "O", "H", "H", "O", "H", "H", "O", "H", "H", "O", "H", "H", "O", "H", "H", "O", "H", "H"], "positions_angstrom": [[-0.71, -3.09, -0.21], [-0.43, -4.15, -0.42], [-1.43, -3.16, 0.54], [0.02, 1.99, 1.55], [-0.76, 2.53, 1.33], [0.30, 2.42, 2.36], [1.60, -2.15, -1.37], [0.79, -2.53, -1.00], [1.40, -1.20, -1.03], [2.09, 3.53, 0.12], [1.32, 3.09, 0.32], [2.84, 2.99, 0.36], [0.95, -0.03, 0.07], [0.83, 0.63, 0.68], [0.10, -0.23, -0.30], [-0.78, -1.51, -3.34], [-1.29, -1.13, -2.59], [-0.14, -1.08, -3.98], [-1.65, -1.29, -1.12], [-1.10, -2.08, -1.04], [-2.64, -1.42, -1.50], [1.22, 1.77, -2.92], [2.05, 1.69, -3.55], [1.57, 1.72, -2.18], [1.58, 0.80, 3.78], [0.99, 0.32, 3.15], [0.97, 1.61, 4.11], [-2.56, 0.42, 1.33], [-2.46, 0.94, 0.48], [-2.93, -0.41, 0.99], [-0.52, -0.34, 2.12], [-0.04, -0.90, 1.51], [-1.19, 0.27, 1.71]]}

(three)
{"formula": "H22O11", "method": "ωB97M-V/def2-TZVPD", "homo_lumo_gap_ev": 10.16, "smiles": "O.O.O.O.O.O.O.O.O.O.O", "homo_energy_ev": -10.199, "lumo_energy_ev": -0.04, "multiplicity": 1, "molar_mass_g_mol": 198.17, "elements": ["O", "H", "H", "O", "H", "H", "O", "H", "H", "O", "H", "H", "O", "H", "H", "O", "H", "H", "O", "H", "H", "O", "H", "H", "O", "H", "H", "O", "H", "H", "O", "H", "H"], "positions_angstrom": [[1.69, 0.55, -1.69], [1.48, 1.48, -1.52], [2.59, 0.38, -1.70], [-1.51, -0.60, -1.90], [-1.28, -1.50, -2.23], [-1.09, -0.01, -2.52], [1.42, 1.15, 1.70], [1.30, 0.17, 1.74], [1.20, 1.50, 2.58], [-1.27, 0.14, 2.33], [-1.49, 1.08, 2.14], [-1.74, -0.48, 1.78], [0.41, -0.83, 0.00], [1.00, -0.27, -0.52], [-0.42, -0.58, -0.36], [-0.62, 2.70, 0.79], [-0.14, 3.46, 1.14], [-0.07, 1.95, 1.05], [1.00, -3.29, 1.34], [1.13, -2.57, 1.97], [0.86, -2.78, 0.56], [0.77, -1.10, -3.51], [0.96, -0.59, -2.68], [1.18, -0.67, -4.28], [3.38, 2.35, 0.13], [3.21, 3.33, 0.15], [2.59, 1.93, 0.43], [-2.19, -2.29, 1.57], [-1.55, -2.84, 1.15], [-2.98, -2.46, 1.07], [-3.18, 0.45, 0.05], [-4.08, 0.30, -0.27], [-2.57, -0.03, -0.51]]}

(four)
{"formula": "H22O11", "method": "ωB97M-V/def2-TZVPD", "homo_lumo_gap_ev": 10.72, "smiles": "O.O.O.O.O.O.O.O.O.O.O", "homo_energy_ev": -10.775, "lumo_energy_ev": -0.06, "multiplicity": 1, "molar_mass_g_mol": 198.16, "elements": ["O", "H", "H", "O", "H", "H", "O", "H", "H", "O", "H", "H", "O", "H", "H", "O", "H", "H", "O", "H", "H", "O", "H", "H", "O", "H", "H", "O", "H", "H", "O", "H", "H"], "positions_angstrom": [[-0.80, -0.27, 0.19], [0.09, -0.04, 0.48], [-1.37, 0.28, 0.74], [-1.01, -1.63, -2.23], [-1.49, -2.08, -2.94], [-1.69, -1.45, -1.57], [-4.46, -0.49, -0.39], [-4.35, 0.46, -0.25], [-3.63, -0.76, -0.79], [4.50, 0.00, -0.07], [5.37, -0.11, -0.48], [4.47, 0.93, 0.19], [3.39, 1.87, 2.31], [3.76, 2.31, 3.09], [3.27, 2.58, 1.68], [1.66, 3.07, -0.53], [1.82, 4.00, -0.33], [0.90, 2.83, 0.02], [-0.81, -2.04, 3.23], [-1.12, -1.70, 4.07], [-0.14, -2.69, 3.48], [1.22, 1.46, -3.81], [0.58, 1.92, -3.26], [0.69, 0.84, -4.32], [2.55, -3.58, -1.76], [2.78, -2.65, -1.90], [2.62, -3.97, -2.64], [-3.56, -1.12, 2.72], [-3.45, -0.74, 1.84], [-4.11, -1.89, 2.57], [-2.54, 2.32, 0.27], [-2.97, 2.19, 1.12], [-3.13, 2.94, -0.19]]}

Which of them is the most stable, and which is the least stable? (one) and (two), in that order.

(one)
{"formula": "H22O11", "method": "ωB97M-V/def2-TZVPD", "homo_lumo_gap_ev": 6.71, "homo_energy_ev": -7.166, "lumo_energy_ev": -0.46, "multiplicity": 1, "molar_mass_g_mol": 198.16, "elements": ["H", "H", "H", "H", "H", "H", "H", "H", "H", "H", "H", "H", "H", "H", "H", "H", "H", "H", "H", "H", "H", "H", "O", "O", "O", "O", "O", "O", "O", "O", "O", "O", "O"], "positions_angstrom": [[0.55, -0.63, -0.96], [0.39, 0.73, -0.30], [3.30, -0.64, 0.66], [2.12, -0.71, -0.29], [2.83, 4.88, 1.74], [2.14, 4.01, 0.70], [-4.26, 0.63, -0.76], [-4.57, -0.84, -0.55], [-2.36, -0.80, 0.38], [-2.07, -1.30, -1.02], [-3.10, 1.34, -1.65], [-2.16, 2.52, -1.44], [0.28, 0.16, 1.46], [-0.94, 0.75, 0.78], [2.03, 2.10, 3.71], [1.39, 0.83, 3.17], [2.70, 0.79, -1.53], [2.69, 0.67, -3.05], [1.25, -3.92, -2.67], [0.09, -4.78, -3.15], [-1.55, -3.53, 2.08], [-1.42, -2.20, 2.80], [-0.06, 0.11, -0.89], [2.66, -0.08, 0.21], [2.85, 4.66, 0.80], [-3.83, -0.22, -0.61], [-2.72, -1.36, -0.32], [-2.38, 1.65, -1.09], [-0.64, -0.04, 1.24], [1.70, 1.24, 3.98], [3.15, 1.10, -2.32], [0.84, -4.26, -3.47], [-0.90, -2.88, 2.37]]}

(two)
{"formula": "H22O11", "method": "ωB97M-V/def2-TZVPD", "homo_lumo_gap_ev": 6.86, "homo_energy_ev": -7.950, "lumo_energy_ev": -1.09, "multiplicity": 1, "molar_mass_g_mol": 198.17, "elements": ["O", "H", "H", "O", "H", "H", "O", "H", "H", "O", "H", "H", "O", "H", "H", "O", "H", "H", "O", "H", "H", "O", "H", "H", "O", "H", "H", "O", "H", "H", "O", "H", "H"], "positions_angstrom": [[20.11, 19.49, -1.19], [20.86, 20.00, -0.88], [19.58, 19.32, -0.41], [18.73, 21.48, -1.96], [18.55, 20.60, -1.63], [18.07, 22.04, -1.54], [18.89, 17.14, -1.44], [19.34, 17.86, -0.98], [19.24, 17.18, -2.33], [18.89, 18.66, 0.23], [18.17, 18.05, 0.09], [18.93, 18.77, 1.18], [19.00, 21.50, 0.62], [18.38, 21.00, 0.09], [19.69, 20.87, 0.84], [17.89, 20.20, -0.24], [17.16, 20.02, -0.83], [18.11, 19.35, 0.14], [20.84, 17.59, -2.16], [21.12, 18.36, -1.66], [20.80, 16.89, -1.52], [21.60, 20.25, -0.19], [21.66, 19.31, 0.01], [22.34, 20.42, -0.77], [22.65, 18.76, -2.12], [22.80, 18.77, -1.18], [22.25, 19.61, -2.31], [20.91, 21.93, 0.66], [21.71, 22.25, 1.09], [21.17, 21.09, 0.29], [20.30, 19.49, -3.35], [20.47, 19.33, -2.42], [20.36, 20.44, -3.44]]}

Which of them is the most stable, and which is the least stable? (one) and (two), in that order.

(one)
{"formula": "H22O11", "method": "ωB97M-V/def2-TZVPD", "homo_lumo_gap_ev": 8.65, "smiles": "O.O.O.O.O.O.O.O.O.O.O", "homo_energy_ev": -9.129, "lumo_energy_ev": -0.47, "multiplicity": 1, "molar_mass_g_mol": 198.16, "elements": ["O", "H", "H", "O", "H", "H", "O", "H", "H", "O", "H", "H", "O", "H", "H", "O", "H", "H", "O", "H", "H", "O", "H", "H", "O", "H", "H", "O", "H", "H", "O", "H", "H"], "positions_angstrom": [[0.60, 0.71, 2.02], [0.10, 0.24, 1.34], [0.15, 0.49, 2.84], [3.63, -2.72, 0.88], [3.04, -3.02, 1.58], [3.24, -1.88, 0.60], [-1.96, -1.76, 1.67], [-1.60, -1.08, 1.08], [-2.36, -1.25, 2.39], [2.69, 1.87, -1.47], [3.38, 1.85, -0.81], [1.90, 2.13, -0.99], [-0.27, -1.87, 2.35], [0.48, -1.76, 1.76], [0.13, -2.11, 3.19], [-3.78, -1.53, -1.21], [-3.51, -0.76, -0.71], [-3.44, -1.37, -2.10], [-2.59, 2.33, -0.30], [-2.63, 1.46, -0.73], [-2.69, 2.13, 0.63], [-1.18, -1.57, -2.38], [-1.26, -2.51, -2.18], [-0.26, -1.37, -2.22], [0.43, 3.13, 1.01], [1.18, 3.57, 1.43], [0.53, 2.21, 1.27], [1.19, -0.57, -0.19], [0.65, 0.03, -0.72], [1.24, -1.38, -0.71], [0.60, 2.11, -3.14], [1.25, 2.44, -3.78], [1.13, 1.81, -2.40]]}

(two)
{"formula": "H22O11", "method": "ωB97M-V/def2-TZVPD", "homo_lumo_gap_ev": 8.82, "smiles": "O.O.O.O.O.O.O.O.O.O.O", "homo_energy_ev": -9.642, "lumo_energy_ev": -0.82, "multiplicity": 1, "molar_mass_g_mol": 198.17, "elements": ["O", "H", "H", "O", "H", "H", "O", "H", "H", "O", "H", "H", "O", "H", "H", "O", "H", "H", "O", "H", "H", "O", "H", "H", "O", "H", "H", "O", "H", "H", "O", "H", "H"], "positions_angstrom": [[-26.33, 8.05, 3.43], [-27.12, 7.80, 2.89], [-26.19, 7.34, 4.04], [-26.05, 5.93, 4.95], [-26.72, 5.87, 5.66], [-25.24, 6.07, 5.44], [-27.47, 8.37, 6.60], [-27.93, 8.55, 7.35], [-28.02, 7.77, 6.11], [-26.25, 4.78, 2.19], [-25.60, 4.10, 1.92], [-26.44, 4.75, 3.13], [-28.03, 6.96, 1.82], [-28.04, 5.99, 1.82], [-28.94, 7.20, 2.04], [-25.36, 10.28, 4.68], [-25.56, 9.49, 4.17], [-25.98, 10.95, 4.44], [-29.06, 9.55, 4.11], [-28.53, 9.00, 4.66], [-29.69, 9.96, 4.70], [-24.48, 6.79, 1.57], [-25.16, 6.11, 1.68], [-24.89, 7.53, 2.00], [-24.94, 8.01, 7.07], [-25.90, 8.10, 6.92], [-24.85, 7.21, 7.58], [-28.13, 9.82, 1.57], [-28.32, 9.73, 2.50], [-28.40, 10.71, 1.36], [-25.67, 9.84, 0.61], [-26.51, 9.52, 0.89], [-25.00, 9.51, 1.19]]}

(three)
{"formula": "H22O11", "method": "ωB97M-V/def2-TZVPD", "homo_lumo_gap_ev": 9.75, "smiles": "O.O.O.O.O.O.O.O.O.O.O", "homo_energy_ev": -10.367, "lumo_energy_ev": -0.62, "multiplicity": 1, "molar_mass_g_mol": 198.17, "elements": ["O", "H", "H", "O", "H", "H", "O", "H", "H", "O", "H", "H", "O", "H", "H", "O", "H", "H", "O", "H", "H", "O", "H", "H", "O", "H", "H", "O", "H", "H", "O", "H", "H"], "positions_angstrom": [[1.26, 1.30, -2.28], [0.57, 1.95, -2.47], [1.03, 0.68, -1.61], [1.10, 0.62, 2.24], [1.15, 0.92, 3.12], [0.67, 1.25, 1.68], [-0.02, -2.20, -2.53], [-0.51, -1.73, -3.19], [0.90, -2.03, -2.75], [0.77, -2.99, 0.38], [1.03, -3.65, -0.31], [0.42, -2.16, 0.01], [0.33, 2.51, 0.57], [-0.30, 2.32, -0.10], [-0.08, 3.16, 1.08], [2.97, 2.65, 1.78], [2.19, 2.16, 1.63], [3.25, 2.81, 0.89], [-2.01, -1.67, -0.11], [-2.47, -1.69, -0.93], [-2.76, -1.70, 0.50], [1.68, -2.15, 3.26], [1.70, -2.95, 2.84], [1.42, -1.48, 2.58], [-1.99, -0.10, -2.48], [-1.59, 0.61, -1.98], [-2.84, 0.35, -2.57], [0.33, -0.31, -0.23], [-0.55, -0.69, -0.28], [0.63, -0.10, 0.65], [-2.58, 1.76, 0.08], [-2.42, 1.28, 0.92], [-3.28, 1.29, -0.38]]}

(four)
{"formula": "H22O11", "method": "ωB97M-V/def2-TZVPD", "homo_lumo_gap_ev": 9.07, "smiles": "O.O.O.O.O.O.O.O.O.O.O", "homo_energy_ev": -9.884, "lumo_energy_ev": -0.81, "multiplicity": 1, "molar_mass_g_mol": 198.17, "elements": ["O", "H", "H", "O", "H", "H", "O", "H", "H", "O", "H", "H", "O", "H", "H", "O", "H", "H", "O", "H", "H", "O", "H", "H", "O", "H", "H", "O", "H", "H", "O", "H", "H"], "positions_angstrom": [[-2.20, 0.08, 2.22], [-2.54, 0.97, 2.09], [-1.39, 0.06, 1.69], [1.57, 2.59, -1.15], [2.37, 3.05, -0.87], [0.94, 3.29, -1.33], [-1.78, -2.77, -2.47], [-1.42, -1.87, -2.47], [-2.06, -2.88, -1.56], [2.68, 1.30, -3.39], [2.30, 1.70, -2.59], [3.54, 1.71, -3.51], [-2.91, -1.73, 0.02], [-2.17, -1.81, 0.65], [-3.52, -2.43, 0.28], [-0.55, -0.24, -2.52], [-0.96, 0.61, -2.68], [0.33, -0.17, -2.91], [1.39, -0.14, 3.10], [1.77, 0.63, 3.52], [1.53, 0.00, 2.16], [0.95, -2.94, -0.75], [0.60, -2.15, -1.16], [1.31, -2.64, 0.09], [0.17, 0.56, 0.35], [-0.13, -0.04, -0.35], [0.63, 1.26, -0.14], [-0.36, -2.19, 1.80], [-0.86, -2.68, 2.46], [0.00, -1.43, 2.28], [0.29, 3.47, 2.77], [0.06, 4.16, 2.14], [0.38, 2.67, 2.23]]}

Which of them is the most stable, and which is the least stable? (four) and (one), in that order.